(1)
10
Properties=species:S:1:pos:R:3:forces:R:3:nbo_charge:R:1 method="wB97M-V/def2-TZVPD" e_tot_ha=-471.13723 orbital_gap_ev="7.6 / 7.6" de_lowest_kcal_mol=114.7 total_charge=-1
C -1.19258 0.99513 0.27071 2.5 -0.6 2.3 0.919
C 1.38473 0.03907 -0.09966 -0.8 -3.4 0.5 -0.158
C 0.02836 -0.38085 -0.38333 1.3 1.3 0.6 0.191
N -0.83030 -1.34268 -0.43388 -1.0 -1.4 -1.6 -0.017
O -0.78755 1.18137 1.40128 -1.0 0.1 -0.7 -0.663
O -1.82520 1.31928 -0.65105 -1.9 1.1 -1.5 -0.600
O -1.06752 -2.06283 0.55737 0.2 -0.2 0.8 -0.514
O 0.83242 0.19740 -1.39199 -0.3 0.0 -1.1 -0.502
H 1.35664 0.78809 0.57382 0.6 3.2 1.6 0.186
H 2.10101 -0.73398 0.15672 0.4 -0.1 -0.8 0.158



(2)
14
Properties=species:S:1:pos:R:3:forces:R:3:nbo_charge:R:1 method="wB97M-V/def2-TZVPD" e_tot_ha=-1152.24016 orbital_gap_ev=9.8 de_lowest_kcal_mol=69.8
F 0.96092 2.37445 0.19957 0.0 1.7 -1.1 -0.355
C 0.95879 1.04498 0.45850 2.3 2.8 6.0 0.146
C 1.59285 0.20162 -0.43463 0.4 -0.8 -3.3 -0.398
S 2.72732 -1.11781 -0.10485 -0.3 0.3 1.2 0.029
C -0.06497 0.31243 -0.18394 1.7 -4.8 2.4 -0.259
C -0.82410 -0.78054 0.61182 1.0 1.1 -1.7 -0.206
C -2.12376 -0.93989 0.61140 1.1 1.0 -0.5 -0.235
Cl -3.04496 -0.02430 -0.41615 -1.9 1.3 -1.2 0.020
H 1.36440 1.06590 1.49736 -1.2 -1.1 -0.2 0.190
H 1.99791 0.73845 -1.30645 -1.0 -0.2 0.0 0.242
H 2.20048 -1.76672 -1.10206 0.0 -1.0 -0.8 0.126
H -0.32948 0.98788 -0.88423 -2.4 1.2 -2.6 0.255
H -0.34311 -1.58967 1.10486 1.2 0.1 0.7 0.230
H -2.64413 -1.53934 1.26771 -0.9 -1.6 1.1 0.215



(3)
7
Properties=species:S:1:pos:R:3:forces:R:3:nbo_charge:R:1 method="wB97M-V/def2-TZVPD" e_tot_ha=-410.39578 orbital_gap_ev="7.7 / 8.3" de_lowest_kcal_mol=49.8 total_charge=+1
N 1.48338 -2.43755 0.86372 0.8 1.3 -2.4 0.278
N 0.84390 -3.50243 2.21087 -1.3 -1.5 2.1 0.473
O 0.30836 -4.42222 1.92696 0.3 0.6 -0.1 0.036
O -0.06642 0.62205 0.32356 0.3 0.7 0.1 -0.284
O 1.31567 -1.37606 0.50708 3.2 -1.4 -0.3 0.072
O -0.13726 -0.61508 0.73907 -3.4 0.7 0.5 -0.065
H -0.39893 0.69307 -0.60048 0.1 -0.5 0.2 0.490



(4)
30
Properties=species:S:1:pos:R:3:forces:R:3:nbo_charge:R:1 method="wB97M-V/def2-TZVPD" e_tot_ha=-543.06375 orbital_gap_ev=9.9 de_lowest_kcal_mol=5.7
C -2.69041 -1.28397 1.71483 -0.3 0.4 0.7 -0.633
C -2.21321 -1.82905 0.40553 -0.6 0.2 -0.4 -0.026
C -2.32965 -1.03447 -0.74538 0.3 0.5 0.8 -0.207
C -1.87689 -1.47629 -1.96090 0.4 -1.5 -0.3 -0.211
C -1.39202 -2.78614 -2.08031 0.1 0.1 0.2 -0.217
C -1.27555 -3.57709 -0.95825 -0.9 -0.4 0.3 -0.203
C -1.72647 -3.11473 0.27755 0.7 0.1 0.1 -0.212
H -3.39602 -0.45580 1.59918 0.1 -0.1 -0.2 0.217
H -1.88361 -0.88692 2.33771 0.2 -0.1 -0.1 0.218
H -3.21495 -2.01516 2.33134 0.1 -0.2 -0.1 0.220
H -2.71625 -0.02976 -0.60196 0.0 0.0 -0.3 0.210
H -1.88793 -0.93299 -2.87211 -0.3 0.9 -0.4 0.214
H -1.13305 -3.22157 -3.03617 0.1 0.3 -0.1 0.211
H -1.00958 -4.62064 -1.04093 0.4 0.0 -0.1 0.211
H -1.60028 -3.72288 1.16518 -0.2 -0.1 0.0 0.209
C 3.20431 2.51881 -1.57776 0.2 0.8 -0.6 -0.636
C 2.44569 2.17717 -0.33976 -0.2 0.0 0.4 -0.002
C 1.44411 1.21492 -0.34803 0.3 -0.4 -0.7 -0.223
C 0.66812 0.92984 0.75475 -0.3 0.2 0.8 -0.201
C 0.85201 1.66274 1.92090 0.5 -0.3 -0.2 -0.229
C 1.86991 2.60910 1.94905 -0.1 0.0 0.4 -0.193
C 2.66988 2.86269 0.85741 -0.3 0.0 -0.8 -0.223
H 2.98484 3.55064 -1.88191 0.0 0.0 0.2 0.219
H 2.92384 1.94283 -2.45640 0.0 -0.4 0.2 0.217
H 4.29008 2.49739 -1.46102 -0.1 -0.3 0.1 0.220
H 1.31742 0.63153 -1.24963 -0.2 0.0 -0.1 0.208
H -0.08986 0.15561 0.74879 0.1 0.0 -0.3 0.217
H 0.29236 1.42510 2.81764 -0.1 0.2 -0.1 0.210
H 2.06793 3.15492 2.84741 0.0 0.2 0.5 0.206
H 3.40525 3.65417 0.88322 0.2 0.0 0.1 0.208



(5)
6
Properties=species:S:1:pos:R:3:forces:R:3:nbo_charge:R:1 method="wB97M-V/def2-TZVPD" e_tot_ha=-227.62110 orbital_gap_ev=7.9 de_lowest_kcal_mol=142.3
C -0.67226 0.56074 -1.64618 0.1 -0.4 0.6 -0.239
C -0.58443 -0.36270 -0.87646 -0.2 0.4 -0.5 -0.240
H -0.72285 1.42504 -2.28057 0.0 -0.4 0.2 0.238
H -0.56163 -1.19678 -0.20154 0.1 0.3 -0.2 0.238
O 0.97354 -0.30554 1.99445 -0.2 0.0 -0.4 -0.001
O 1.56763 -0.12075 3.01029 0.2 0.0 0.4 0.004



(6)
6
Properties=species:S:1:pos:R:3:forces:R:3:nbo_charge:R:1 method="wB97M-V/def2-TZVPD" e_tot_ha=-264.77125 orbital_gap_ev=9.0 de_lowest_kcal_mol=178.8
C 0.55804 0.50944 -0.43067 -0.1 0.4 -2.9 0.997
O 0.62282 0.41375 -1.58230 0.5 -0.6 0.0 -0.428
O 0.29599 0.76235 1.85028 -0.2 -1.0 4.6 -0.451
O 0.36014 1.04458 0.58917 0.1 1.5 -1.9 -0.125
H -0.60609 -1.14039 -0.12081 -1.5 -1.3 -0.2 -0.073
H -1.23090 -1.58973 -0.30567 1.2 0.9 0.4 0.080